{
  "formula": "C17H11AuBr4N4O6S",
  "method": "ωB97M-V with the def2-TZVPD basis set",
  "elements": ["Au", "O", "C", "C", "C", "C", "C", "C", "C", "O", "N", "O", "O", "H", "H", "H", "H", "Br", "C", "C", "Br", "C", "Br", "C", "O", "C", "O", "C", "Br", "C", "C", "C", "N", "N", "C", "N", "S", "H", "H", "H", "H", "H", "H", "H"],
  "xyz": [[-0.56, -0.32, 0.02], [-2.65, -0.69, -0.55], [-3.47, -1.14, 0.26], [-3.22, -1.85, 1.49], [-4.38, -2.18, 2.22], [-4.27, -2.90, 3.38], [-3.02, -3.32, 3.86], [-1.89, -3.02, 3.16], [-1.94, -2.27, 1.95], [-0.83, -2.04, 1.33], [-5.49, -3.24, 4.12], [-6.55, -2.87, 3.67], [-5.35, -3.88, 5.14], [-4.53, -0.99, 0.01], [-5.35, -1.87, 1.87], [-2.98, -3.88, 4.78], [-0.92, -3.33, 3.51], [2.30, 3.43, -5.68], [1.22, 2.81, -4.26], [0.24, 3.71, -3.68], [0.02, 5.41, -4.42], [-0.51, 3.32, -2.61], [-1.76, 4.42, -1.77], [-0.37, 1.99, -2.06], [-1.01, 1.63, -1.05], [0.56, 1.05, -2.71], [0.64, -0.11, -2.26], [1.39, 1.55, -3.79], [2.67, 0.34, -4.43], [5.15, 2.25, -1.09], [4.08, 2.41, -0.02], [3.24, 1.18, 0.18], [1.99, 1.21, 0.44], [1.46, -0.05, 0.56], [2.34, -1.01, 0.40], [2.02, -2.31, 0.54], [3.91, -0.42, 0.07], [5.70, 3.18, -1.21], [4.70, 2.00, -2.06], [5.87, 1.48, -0.84], [3.38, 3.21, -0.27], [4.53, 2.68, 0.94], [1.06, -2.55, 0.74], [2.60, -3.02, 0.12]],
  "multiplicity": 1,
  "homo_lumo_gap_ev": [4.41, 4.41],
  "energy_ha": -12154.6396,
  "homo_energy_ev": [-7.09, -7.10],
  "lumo_ev": [-2.69, -2.69],
  "e_above_lowest_kcal_mol": 8.0
}


{
  "formula": "C17H11ClN3O4S",
  "method": "ωB97M-V with the def2-TZVPD basis set",
  "elements": ["N", "C", "C", "C", "C", "C", "C", "C", "N", "O", "O", "C", "C", "H", "H", "H", "H", "H", "H", "N", "C", "C", "C", "C", "C", "S", "C", "Cl", "O", "O", "C", "C", "H", "H", "H", "H", "H"],
  "xyz": [[-3.11, -3.40, 6.03], [-2.95, -2.68, 5.13], [-2.85, -1.76, 4.02], [-2.29, -0.48, 4.21], [-2.16, 0.38, 3.12], [-2.73, 0.05, 1.87], [-2.90, 1.10, 0.88], [-3.85, 1.07, -0.11], [-3.88, 2.16, -1.00], [-4.69, 2.26, -1.96], [-3.02, 3.05, -0.77], [-3.11, -1.30, 1.65], [-3.23, -2.18, 2.73], [-1.98, -0.17, 5.21], [-1.71, 1.37, 3.24], [-2.36, 2.03, 1.06], [-4.49, 0.22, -0.32], [-3.37, -1.63, 0.65], [-3.62, -3.18, 2.58], [7.07, -0.20, -5.09], [6.14, -0.09, -4.38], [5.00, 0.03, -3.49], [4.38, -1.13, -3.00], [3.35, -1.02, -2.06], [3.00, 0.24, -1.56], [1.81, 0.37, -0.18], [0.32, 0.55, -0.98], [-1.03, -0.34, -0.60], [1.94, -0.90, 0.49], [2.22, 1.58, 0.51], [3.48, 1.39, -2.18], [4.51, 1.29, -3.13], [4.71, -2.11, -3.35], [2.86, -1.92, -1.69], [0.48, 0.76, -2.04], [3.10, 2.37, -1.91], [4.95, 2.19, -3.58]],
  "multiplicity": 1,
  "total_charge": -1,
  "homo_lumo_gap_ev": 4.58,
  "energy_ha": -1977.8786,
  "homo_energy_ev": -3.66,
  "lumo_ev": 0.93,
  "e_above_lowest_kcal_mol": 7.9
}


{
  "formula": "C17H11ClN4O",
  "method": "ωB97M-V with the def2-TZVPD basis set",
  "elements": ["N", "C", "N", "C", "C", "C", "C", "C", "C", "C", "N", "C", "O", "C", "C", "C", "C", "C", "Cl", "C", "C", "N", "C", "H", "H", "H", "H", "H", "H", "H", "H", "H", "H", "H"],
  "xyz": [[0.52, 1.36, -3.04], [0.02, 1.19, -1.75], [-0.87, 2.05, -1.18], [-1.31, 1.76, 0.05], [-2.33, 2.60, 0.66], [-3.48, 2.02, 1.28], [-4.53, 2.91, 1.64], [-4.32, 4.32, 1.55], [-3.19, 4.83, 0.98], [-2.25, 3.98, 0.52], [-0.88, 0.72, 0.77], [0.00, -0.13, 0.18], [0.68, -1.10, 0.81], [1.53, -1.56, -0.13], [2.40, -2.67, 0.04], [3.12, -3.11, -1.08], [3.81, -4.31, -1.08], [3.79, -5.15, 0.02], [4.49, -6.78, -0.11], [3.14, -4.68, 1.21], [2.40, -3.49, 1.21], [1.38, -0.88, -1.32], [0.51, 0.10, -1.04], [0.89, 0.68, -3.67], [0.18, 2.17, -3.51], [-3.64, 1.04, 1.48], [-5.38, 2.51, 2.22], [-4.96, 4.99, 1.97], [-3.01, 5.93, 0.90], [-1.25, 4.32, 0.16], [3.21, -2.49, -1.94], [4.25, -4.51, -2.00], [3.28, -5.29, 2.07], [1.80, -3.33, 2.13]],
  "smiles": "Nc1nc(-c2ccccc2)nc2oc(-c3ccc(Cl)cc3)nc12",
  "multiplicity": 1,
  "homo_lumo_gap_ev": 7.61,
  "energy_ha": -1408.8742,
  "homo_energy_ev": -8.11,
  "lumo_ev": -0.50
}


{
  "formula": "C17H11NO10W",
  "method": "ωB97M-V with the def2-TZVPD basis set",
  "elements": ["W", "C", "C", "C", "O", "C", "O", "O", "H", "H", "H", "H", "H", "H", "H", "O", "C", "C", "O", "C", "C", "O", "C", "O", "O", "O", "C", "N", "C", "O", "C", "C", "C", "C", "C", "C", "H", "H", "H", "H"],
  "xyz": [[0.72, -0.04, 1.05], [0.27, -3.94, 2.64], [-0.14, -2.49, 2.58], [-1.28, -2.09, 3.49], [-0.46, -2.07, 1.16], [1.03, -1.48, 2.64], [0.85, -0.33, 3.12], [1.89, -1.54, 1.69], [-0.57, -4.58, 2.36], [0.54, -4.20, 3.67], [1.11, -4.15, 1.99], [-2.12, -2.77, 3.36], [-1.61, -1.08, 3.27], [-0.98, -2.13, 4.53], [-1.16, -2.65, 0.82], [-0.46, 5.83, 1.78], [-0.31, 4.71, 1.43], [-1.35, 3.55, 1.57], [-2.52, 3.63, 1.71], [-0.51, 2.32, 1.35], [0.77, 2.62, 0.96], [1.62, 1.56, 1.00], [1.02, 4.09, 0.87], [1.95, 4.68, 0.42], [-0.69, 1.03, 1.70], [1.88, -0.44, -0.63], [0.91, -0.15, -1.41], [-0.27, 0.02, -0.75], [-1.33, 0.25, -1.76], [-2.46, 0.40, -1.46], [-0.61, 0.22, -3.05], [-1.10, 0.35, -4.33], [-0.18, 0.26, -5.38], [1.18, 0.06, -5.15], [1.68, -0.07, -3.86], [0.77, 0.00, -2.82], [-2.15, 0.51, -4.51], [-0.54, 0.34, -6.40], [1.86, 0.01, -5.99], [2.74, -0.22, -3.67]],
  "multiplicity": 1,
  "total_charge": 2,
  "homo_lumo_gap_ev": 5.36,
  "energy_ha": -1527.9846,
  "homo_energy_ev": -15.66,
  "lumo_ev": -10.29,
  "e_above_lowest_kcal_mol": 46.2
}


{
  "formula": "C17H12AuBr2ClN2O3",
  "method": "ωB97M-V with the def2-TZVPD basis set",
  "elements": ["Au", "O", "C", "C", "C", "N", "C", "Br", "C", "H", "H", "H", "H", "Br", "C", "C", "C", "C", "C", "N", "H", "H", "H", "H", "Cl", "C", "C", "C", "C", "C", "C", "C", "O", "O", "H", "H", "H", "H"],
  "xyz": [[-10.99, -11.36, -5.16], [-6.87, -7.90, -1.50], [-8.13, -8.45, -1.29], [-8.40, -9.62, -0.64], [-9.75, -9.97, -0.64], [-10.77, -9.37, -1.23], [-10.45, -8.30, -1.90], [-12.14, -7.63, -2.73], [-9.15, -7.69, -1.88], [-6.14, -8.39, -1.05], [-7.63, -10.27, -0.13], [-9.95, -10.97, -0.21], [-8.91, -6.73, -2.46], [-13.19, -12.34, -7.60], [-12.71, -10.51, -7.35], [-13.49, -9.65, -8.07], [-13.22, -8.31, -7.97], [-12.25, -7.81, -7.07], [-11.57, -8.73, -6.30], [-11.83, -10.09, -6.46], [-14.19, -10.09, -8.77], [-13.88, -7.56, -8.44], [-11.98, -6.69, -6.93], [-10.90, -8.48, -5.49], [-10.99, -18.95, -1.52], [-10.49, -17.47, -2.12], [-10.04, -17.41, -3.44], [-9.72, -16.22, -3.99], [-9.91, -15.02, -3.31], [-10.35, -15.06, -1.98], [-10.61, -16.29, -1.40], [-9.75, -13.71, -4.06], [-8.77, -13.53, -4.77], [-10.65, -12.80, -3.81], [-9.89, -18.38, -3.93], [-9.17, -16.04, -4.94], [-10.28, -14.15, -1.45], [-10.75, -16.35, -0.30]],
  "multiplicity": 3,
  "total_charge": 2,
  "homo_lumo_gap_ev": [7.92, 3.49],
  "energy_ha": -6733.4162,
  "homo_energy_ev": [-14.53, -14.45],
  "lumo_ev": [-6.61, -10.97],
  "e_above_lowest_kcal_mol": 51.0
}


{
  "formula": "C17H12BeN3O7S6",
  "method": "ωB97M-V with the def2-TZVPD basis set",
  "elements": ["Be", "C", "C", "N", "C", "C", "N", "C", "O", "O", "C", "O", "O", "H", "H", "H", "H", "H", "C", "S", "C", "C", "S", "S", "C", "S", "S", "H", "H", "H", "O", "C", "N", "S", "O", "O", "C", "C", "C", "C", "C", "C", "H", "H", "H", "H"],
  "xyz": [[0.24, 0.04, 0.49], [2.88, 1.96, -1.34], [2.87, 1.41, 0.05], [1.84, 0.87, 0.65], [2.23, 0.55, 1.92], [3.52, 0.90, 2.11], [3.91, 1.45, 0.91], [4.46, 0.76, 3.24], [4.01, 0.13, 4.30], [5.59, 1.19, 3.14], [1.20, -0.12, 2.75], [1.41, -0.40, 3.92], [0.12, -0.31, 2.07], [2.10, 1.47, -1.91], [3.84, 1.80, -1.82], [2.67, 3.03, -1.32], [4.83, 1.83, 0.75], [3.06, -0.20, 4.18], [-4.12, 3.20, -1.29], [-4.30, 2.64, 0.42], [-2.73, 3.10, 1.06], [-1.55, 2.51, 0.77], [-1.28, 1.22, -0.37], [-0.18, 3.27, 1.57], [-1.00, 4.48, 2.47], [-0.23, 5.62, 3.38], [-2.68, 4.49, 2.12], [-5.02, 2.88, -1.81], [-3.25, 2.72, -1.74], [-4.03, 4.28, -1.34], [0.78, -0.33, -2.56], [0.83, -1.31, -1.84], [0.50, -1.35, -0.51], [0.90, -2.78, 0.21], [2.05, -2.58, 1.06], [-0.25, -3.43, 0.77], [1.39, -3.56, -1.29], [1.80, -4.87, -1.49], [2.14, -5.23, -2.79], [2.07, -4.31, -3.84], [1.65, -3.00, -3.61], [1.31, -2.65, -2.32], [1.86, -5.57, -0.68], [2.47, -6.24, -2.99], [2.34, -4.62, -4.84], [1.59, -2.27, -4.40]],
  "multiplicity": 1,
  "total_charge": -1,
  "homo_lumo_gap_ev": 7.41,
  "energy_ha": -3750.2213,
  "homo_energy_ev": -5.07,
  "lumo_ev": 2.33,
  "e_above_lowest_kcal_mol": 0.0
}


{
  "formula": "C17H12CaCl3FN3O4Si",
  "method": "ωB97M-V with the def2-TZVPD basis set",
  "elements": ["Ca", "C", "C", "C", "C", "N", "C", "C", "C", "C", "C", "C", "C", "H", "H", "H", "H", "H", "H", "H", "H", "Cl", "Si", "Cl", "Cl", "F", "C", "C", "N", "C", "C", "O", "O", "C", "O", "N", "C", "O", "H", "H", "H", "H"],
  "xyz": [[0.21, -1.81, -0.84], [-1.46, 0.52, -2.67], [-2.58, 0.67, -1.95], [-5.55, -1.08, 1.10], [-1.66, -2.97, -3.19], [-1.26, -1.87, -3.09], [-0.65, -0.61, -3.00], [-4.57, -1.87, 1.77], [-5.15, -2.97, 2.45], [-4.47, -3.62, 3.47], [-3.18, -3.24, 3.76], [-2.54, -2.24, 3.02], [-3.21, -1.54, 2.03], [-1.06, 1.47, -3.03], [-3.06, 1.61, -1.75], [-5.13, -0.06, 1.00], [0.11, -0.46, -3.75], [-6.16, -3.23, 2.18], [-4.94, -4.43, 4.01], [-2.63, -3.75, 4.55], [-1.50, -2.03, 3.22], [-3.03, 1.49, 1.75], [-2.10, -0.31, 1.09], [-0.97, -3.68, 0.53], [-3.33, -0.66, -1.08], [6.08, -2.11, 3.74], [4.91, -1.92, 3.12], [4.42, -2.83, 2.27], [3.22, -2.67, 1.63], [2.75, -3.68, 0.66], [3.12, -3.22, -0.77], [4.29, -3.33, -1.10], [2.16, -2.69, -1.42], [2.51, -1.51, 1.76], [1.49, -1.27, 1.13], [3.01, -0.61, 2.66], [4.19, -0.69, 3.40], [4.53, 0.19, 4.16], [4.96, -3.74, 2.04], [1.68, -3.82, 0.80], [3.27, -4.60, 0.89], [2.47, 0.24, 2.77]],
  "multiplicity": 1,
  "total_charge": -1,
  "homo_lumo_gap_ev": 6.51,
  "energy_ha": -3567.9073,
  "homo_energy_ev": -5.03,
  "lumo_ev": 1.47
}


{
  "formula": "C17H12Cl2N4O2S",
  "method": "ωB97M-V with the def2-TZVPD basis set",
  "elements": ["C", "O", "C", "C", "C", "C", "C", "C", "C", "N", "N", "C", "S", "C", "C", "O", "C", "C", "C", "C", "Cl", "C", "C", "Cl", "N", "N", "H", "H", "H", "H", "H", "H", "H", "H", "H", "H", "H", "H"],
  "xyz": [[0.15, 0.81, -2.12], [0.40, -0.54, -2.47], [-0.56, -1.23, -3.15], [-0.11, -2.09, -4.15], [-0.99, -2.80, -4.93], [-2.36, -2.64, -4.76], [-2.83, -1.82, -3.75], [-1.94, -1.14, -2.92], [-2.50, -0.41, -1.79], [-3.51, 0.42, -1.80], [-3.78, 0.84, -0.55], [-2.93, 0.26, 0.23], [-2.50, 0.16, 1.90], [-1.24, -0.99, 1.43], [-0.31, -1.56, 2.44], [0.51, -0.57, 3.01], [1.45, 0.05, 2.24], [1.79, -0.31, 0.94], [2.77, 0.38, 0.25], [3.41, 1.45, 0.85], [4.62, 2.33, -0.02], [3.09, 1.83, 2.14], [2.12, 1.13, 2.83], [1.70, 1.58, 4.43], [-1.16, -1.24, 0.18], [-2.08, -0.56, -0.50], [1.05, 1.38, -2.39], [-0.70, 1.22, -2.66], [-0.01, 0.92, -1.04], [0.96, -2.18, -4.29], [-0.62, -3.46, -5.70], [-3.06, -3.17, -5.39], [-3.88, -1.70, -3.58], [0.28, -2.36, 1.98], [-0.88, -1.96, 3.28], [1.30, -1.13, 0.44], [3.02, 0.09, -0.76], [3.59, 2.66, 2.61]],
  "smiles": "COc1ccccc1-c1nnc2sc(COc3ccc(Cl)cc3Cl)nn12",
  "multiplicity": 1,
  "homo_lumo_gap_ev": 8.95,
  "energy_ha": -2343.0452,
  "homo_energy_ev": -8.80,
  "lumo_ev": 0.16
}